{
  "formula": "C3H4Ag5BBr2F4O3",
  "method": "the ωB97M-V functional and the def2-TZVPD basis",
  "charge": 2,
  "homo_energy_ev": -14.96,
  "energy_ev": -180932.7113,
  "e_above_lowest_kcal_mol": 18.9,
  "homo_lumo_gap_ev": 5.429,
  "multiplicity": 1,
  "elements": ["Ag", "Ag", "Ag", "Ag", "Ag", "C", "O", "O", "O", "B", "F", "F", "F", "F", "Br", "C", "C", "Br", "H", "H", "H", "H"],
  "positions_angstrom": [[0.661, -1.240, -4.124], [0.332, 1.711, 1.088], [-2.536, -0.385, -2.204], [3.070, 0.286, -1.735], [-0.414, 2.651, -2.432], [0.085, -0.255, -1.070], [-0.767, 0.710, -0.948], [-0.127, -1.151, -1.986], [1.186, -0.179, -0.432], [0.737, 3.961, -0.568], [0.728, 4.906, -1.564], [-0.571, 3.406, -0.392], [1.550, 2.824, -0.944], [1.163, 4.435, 0.658], [-0.042, -0.634, 2.910], [0.048, -2.416, 2.116], [-1.329, -3.029, 2.164], [-1.257, -4.796, 1.241], [0.907, -2.977, 2.470], [0.262, -2.230, 1.063], [-1.979, -2.451, 1.517], [-1.709, -3.148, 3.173]]
}